# 1
ORCA calculation (wB97M-V/def2-TZVPD) on a structure of composition C7H23Cl3GeN5Sn.

```
40
Properties=species:S:1:pos:R:3:nbo_charge:R:1
Sn 0.31 -0.46 0.33 1.360
N 0.18 0.18 2.87 -0.874
C 0.61 1.58 3.04 -0.245
C 0.06 2.42 1.90 -0.243
N 0.41 1.95 0.52 -0.697
C 1.71 2.48 0.02 -0.241
C 2.92 1.66 0.44 -0.247
N 2.76 0.27 -0.04 -0.875
H 0.70 -0.46 3.46 0.410
H -0.79 0.09 3.17 0.390
H 0.23 2.02 3.97 0.233
H 1.69 1.61 3.10 0.209
H -1.03 2.38 1.96 0.211
H 0.35 3.46 2.03 0.232
H -0.30 2.36 -0.08 0.403
H 1.66 2.48 -1.08 0.210
H 1.84 3.52 0.33 0.233
H 3.81 2.14 0.02 0.235
H 3.04 1.65 1.52 0.210
H 3.04 0.22 -1.02 0.392
H 3.40 -0.35 0.44 0.410
N 0.10 -0.27 -2.23 -0.875
C -0.99 -1.01 -2.92 -0.225
C -2.38 -0.55 -2.51 -0.433
C -2.86 -1.00 -1.14 -0.225
N -2.22 -0.24 -0.03 -0.876
H 0.05 0.71 -2.53 0.380
H 0.99 -0.61 -2.59 0.394
H -0.86 -2.07 -2.67 0.211
H -0.88 -0.91 -4.00 0.219
H -3.08 -0.96 -3.24 0.260
H -2.45 0.54 -2.60 0.205
H -2.63 -2.05 -0.99 0.213
H -3.94 -0.87 -1.09 0.220
H -2.64 -0.56 0.85 0.396
H -2.50 0.74 -0.11 0.379
Cl -0.99 -6.57 1.68 -0.330
Ge -0.52 -5.65 -0.16 1.204
Cl 1.30 -6.40 -0.95 -0.337
Cl -0.08 -3.48 0.33 -0.498
```

Results
HOMO level (spin up / spin down) ... -14.10 / -14.66 eV
Spin multiplicity ... 2
Total charge ... +2
Expectation value of S² ... 0.75
Strongest force on any atom ... 0.8 eV Å⁻¹
Lowest unoccupied orbital energy (spin up / spin down) ... -5.529 / -7.626 eV

# 2
ORCA calculation (wB97M-V/def2-TZVPD) on a cluster of 9 separate species, C6H30NO9 in total in a non-equilibrium geometry.

```
46
Properties=species:S:1:pos:R:3:nbo_charge:R:1
C 0.19 -0.19 2.34 -0.214
N 0.87 0.54 1.26 -0.685
C 2.34 0.14 0.87 -0.252
C 3.11 1.10 -0.08 -0.075
O 2.41 1.77 -1.02 -0.756
C -1.22 -0.62 1.97 -0.428
C -0.66 -3.10 1.15 -0.617
C -1.28 -1.71 0.85 -0.383
H 0.81 -1.21 2.66 0.166
H 0.23 0.50 3.14 0.186
H 0.44 0.44 0.34 0.367
H 3.12 0.07 1.76 0.192
H 2.18 -0.97 0.53 0.179
H 3.31 1.99 0.63 0.157
H 4.06 0.65 -0.46 0.170
H -1.73 -1.10 2.75 0.201
H -1.95 0.20 1.68 0.202
H -0.72 -3.77 0.31 0.235
H 0.49 -2.90 1.33 0.201
H -1.05 -3.39 2.13 0.183
H -0.75 -1.39 -0.05 0.204
H -2.40 -1.82 0.71 0.202
H -2.91 2.68 -1.05 0.470
H -1.79 1.95 -2.09 0.510
O -2.29 2.81 -1.77 -1.001
H -1.90 1.86 2.60 0.460
H -0.55 2.66 2.20 0.497
O -1.53 2.77 2.44 -0.970
H -3.34 0.49 -1.28 0.468
H -3.11 -1.06 -1.35 0.500
O -3.82 -0.35 -1.18 -0.974
H 1.55 -0.72 -3.18 0.451
H 0.48 0.60 -2.96 0.501
O 1.35 -0.37 -2.34 -1.200
H 2.03 0.97 -1.48 0.518
H -0.24 2.08 -3.11 0.463
O -0.44 1.10 -3.23 -1.068
H 1.06 -2.73 -1.80 0.496
H 1.18 -1.80 -0.53 0.462
O 1.38 -2.63 -0.86 -0.955
H -1.23 -1.21 -2.84 0.467
H -0.12 -1.17 -1.86 0.508
O -1.03 -1.74 -2.13 -1.034
H 1.21 2.64 0.24 0.492
H 1.28 2.73 1.75 0.461
O 0.97 3.18 0.97 -0.955
```

Results
HOMO level ... -6.07 eV
Total charge ... -1
Strongest force on any atom ... 5.3 eV Å⁻¹
Lowest unoccupied orbital energy ... 3.103 eV

# 3
ORCA calculation (wB97M-V/def2-TZVPD) on a structure of composition C37H40NP3Rh in a non-equilibrium geometry.

```
82
Properties=species:S:1:pos:R:3:mulliken_spin:R:1
C 1.45 -4.96 -0.16 -0.087
C 1.18 -3.64 -0.50 0.104
C -0.17 -3.22 -0.45 0.055
C -1.17 -3.98 0.18 0.115
C -0.87 -5.30 0.54 -0.060
C 0.43 -5.78 0.35 0.149
C -2.41 -3.18 0.47 -0.148
C -2.86 -2.54 -0.81 0.054
C -1.83 -1.81 -1.43 0.055
C -2.09 -0.87 -2.45 0.075
C -3.36 -0.84 -3.01 -0.090
C -4.37 -1.66 -2.49 0.149
C -4.14 -2.49 -1.39 -0.066
H 2.46 -5.33 -0.29 -0.001
H -1.66 -5.93 0.96 -0.001
H 0.66 -6.82 0.60 0.005
H -3.20 -3.80 0.91 -0.001
H -3.53 -0.18 -3.86 -0.002
H -5.36 -1.63 -2.96 0.005
H -4.93 -3.12 -0.98 0.000
N -0.52 -1.97 -0.97 0.443
Rh 0.14 -0.28 0.46 1.922
C 2.18 -2.65 -1.04 0.014
H 1.88 -2.30 -2.04 0.015
H 3.17 -3.10 -1.09 0.006
C -0.93 -0.04 -2.93 0.017
H -0.10 -0.68 -3.27 0.006
H -1.24 0.62 -3.74 0.007
P 2.25 -1.11 0.02 0.254
P -0.27 0.99 -1.54 0.150
C -1.46 2.39 -1.53 0.016
H -1.15 3.13 -0.79 0.005
H -1.49 2.86 -2.53 0.000
H -2.45 2.01 -1.28 -0.005
C 1.21 1.72 -2.33 0.087
H 0.88 2.48 -3.06 0.003
H 1.84 2.21 -1.59 -0.020
H 1.78 0.95 -2.87 0.009
C 3.03 -1.76 1.53 0.059
H 3.98 -2.26 1.29 0.001
H 3.22 -0.95 2.24 0.004
H 2.35 -2.48 2.00 -0.026
C 3.58 -0.14 -0.76 -0.002
H 3.59 0.89 -0.37 0.006
H 4.56 -0.60 -0.54 -0.002
H 3.45 -0.11 -1.85 0.000
H -1.98 -2.28 1.08 0.163
H -1.23 0.54 0.06 0.532
C 2.15 0.60 6.15 0.002
C 1.73 -0.48 5.37 0.031
C 1.25 -0.27 4.07 0.048
C 1.28 1.02 3.53 -0.134
C 1.65 2.10 4.33 -0.001
C 2.09 1.90 5.65 0.004
P 0.64 1.35 1.84 -0.225
C -0.91 2.22 2.27 -0.028
C -2.00 1.41 2.63 0.080
C -3.21 1.99 3.03 0.055
C -3.32 3.38 3.11 0.004
C -2.21 4.18 2.82 0.006
C -1.00 3.61 2.42 -0.006
C 1.86 2.60 1.29 0.025
C 1.51 3.66 0.43 0.027
C 2.49 4.51 -0.09 -0.014
C 3.83 4.34 0.26 0.026
C 4.19 3.30 1.12 -0.014
C 3.22 2.44 1.62 0.032
H 2.50 0.44 7.17 0.000
H 1.77 -1.50 5.77 0.002
H 0.89 -1.11 3.47 0.074
H 1.61 3.12 3.93 0.000
H 2.38 2.76 6.25 0.000
H -1.92 0.33 2.54 0.023
H -4.05 1.34 3.26 0.001
H -4.26 3.83 3.43 0.000
H -2.29 5.27 2.88 0.001
H -0.14 4.25 2.21 0.001
H 0.46 3.84 0.19 0.001
H 2.19 5.32 -0.75 0.000
H 4.60 5.00 -0.16 0.002
H 5.24 3.17 1.41 0.000
H 3.52 1.65 2.32 0.003
```

Results
HOMO level (spin up / spin down) ... -7.36 / -11.28 eV
Spin multiplicity ... 5
Total charge ... +1
Expectation value of S² ... 6.06
Strongest force on any atom ... 2.4 eV Å⁻¹
Lowest unoccupied orbital energy (spin up / spin down) ... -1.667 / -4.865 eV

# 4
ORCA calculation (wB97M-V/def2-TZVPD) on a structure of composition C45H34AsN2PtSSbSe4 in a non-equilibrium geometry.

```
89
Properties=species:S:1:pos:R:3:lowdin_charge:R:1
Pt -0.63 0.60 -0.10 0.899
C -0.77 2.29 4.18 -0.084
C 0.55 2.72 4.30 -0.078
C 1.41 2.65 3.23 -0.016
C 0.96 2.18 1.99 -0.202
C -0.34 1.63 1.90 -0.123
C -1.19 1.70 2.99 -0.122
C 1.76 2.21 0.78 -0.251
C 2.83 3.08 0.58 -0.042
C 3.56 3.03 -0.58 0.013
C 3.28 2.03 -1.54 -0.174
C 4.06 1.83 -2.68 -0.045
C 3.86 0.73 -3.49 -0.093
C 2.89 -0.22 -3.16 -0.066
C 2.08 -0.01 -2.07 -0.046
C 2.22 1.13 -1.27 -0.264
N 1.41 1.31 -0.18 -0.076
H -1.46 2.36 5.01 0.099
H 0.89 3.10 5.25 0.100
H 2.46 2.92 3.34 0.073
H -2.22 1.35 2.92 0.089
H 3.10 3.77 1.37 0.107
H 4.40 3.69 -0.74 0.124
H 4.85 2.53 -2.90 0.111
H 4.48 0.57 -4.36 0.098
H 2.79 -1.12 -3.75 0.108
H 1.34 -0.78 -1.78 0.081
S -2.85 0.31 -0.11 0.644
C -3.12 -1.35 0.29 -0.682
C -4.40 -1.89 0.20 -0.126
C -4.61 -3.20 0.56 -0.106
C -3.56 -3.97 1.02 -0.085
C -2.29 -3.42 1.10 -0.105
C -2.06 -2.12 0.72 -0.458
As -0.27 -1.37 0.81 0.689
C 0.16 -3.01 -0.28 -0.354
C -0.71 -3.22 -1.35 -0.135
C -0.73 -4.42 -2.01 -0.091
C 0.12 -5.44 -1.61 -0.105
C 1.02 -5.24 -0.58 -0.085
C 1.05 -4.03 0.08 -0.108
C -0.43 -1.89 2.75 -0.340
C -1.63 -1.52 3.34 -0.134
C -1.96 -1.95 4.60 -0.092
C -1.10 -2.79 5.29 -0.107
C 0.10 -3.17 4.73 -0.084
C 0.44 -2.72 3.46 -0.112
H -5.21 -1.26 -0.16 0.096
H -5.61 -3.63 0.47 0.092
H -3.71 -5.00 1.33 0.096
H -1.46 -4.03 1.46 0.128
H -1.41 -2.44 -1.63 0.094
H -1.44 -4.57 -2.81 0.098
H 0.07 -6.40 -2.11 0.091
H 1.69 -6.03 -0.27 0.102
H 1.76 -3.87 0.90 0.081
H -2.34 -0.90 2.79 0.092
H -2.91 -1.66 5.04 0.096
H -1.38 -3.13 6.28 0.090
H 0.78 -3.83 5.25 0.101
H 1.40 -3.02 3.03 0.069
Se 5.81 -0.83 -0.33 -0.298
Sb 4.15 -0.73 1.50 -0.311
Se 1.84 -1.14 1.17 0.352
Se 5.27 -2.41 2.94 -0.340
Se 5.08 1.24 2.66 -0.258
C 0.76 5.48 -0.66 -0.113
C 1.16 4.89 -1.85 -0.102
C 0.57 3.72 -2.29 -0.028
C -0.41 3.10 -1.51 -0.341
C -0.84 3.73 -0.34 -0.057
C -0.25 4.90 0.08 -0.091
N -0.88 1.84 -1.80 -0.129
C -1.47 1.50 -2.95 -0.342
C -1.60 0.15 -3.33 -0.071
C -2.38 -0.23 -4.39 -0.109
C -3.05 0.72 -5.14 -0.137
C -2.90 2.06 -4.82 -0.122
C -2.12 2.46 -3.76 -0.033
H 1.25 6.38 -0.31 0.092
H 1.95 5.34 -2.44 0.102
H 0.91 3.25 -3.21 0.125
H -1.63 3.28 0.25 0.094
H -0.58 5.36 1.01 0.104
H -1.05 -0.60 -2.76 0.069
H -2.46 -1.29 -4.64 0.097
H -3.68 0.42 -5.97 0.080
H -3.41 2.82 -5.41 0.090
H -2.03 3.51 -3.49 0.106
```

Results
HOMO level (spin up / spin down) ... -0.74 / -0.75 eV
Total charge ... -2
Strongest force on any atom ... 6.0 eV Å⁻¹
Lowest unoccupied orbital energy (spin up / spin down) ... 2.322 / 2.402 eV

# 5
ORCA calculation (wB97M-V/def2-TZVPD) on an isolated molecule of C3H7NO2 in a non-equilibrium geometry.

```
13
Properties=species:S:1:pos:R:3:nbo_charge:R:1
C 1.28 0.56 0.55 -0.663
C -0.01 0.78 0.29 0.500
N -0.85 1.61 1.02 -0.820
O -0.53 0.16 -0.79 -0.559
C 0.09 -1.25 -0.99 0.233
O -1.01 -2.04 -0.79 -0.697
H 1.74 0.84 1.48 0.202
H 1.90 0.27 -0.29 0.203
H -0.45 1.89 1.91 0.390
H -1.84 1.42 1.05 0.385
H 0.46 -1.14 -2.01 0.146
H 0.90 -1.67 -0.35 0.197
H -1.70 -1.44 -1.09 0.482
```

Results
HOMO level ... -8.01 eV
Strongest force on any atom ... 1.5 eV Å⁻¹
Lowest unoccupied orbital energy ... 0.899 eV